Record 1
C28H60NOP | the ωB97M-V functional and the def2-TZVPD basis

Properties
E_LUMO = 0.8 eV
Kohn-Sham gap = 8.11 eV
HOMO energy = -7.350 eV
total charge = 0
total energy = -42832.509 eV

Structure (XYZ):
```
91
Properties=species:S:1:pos:R:3:forces:R:3:mulliken_charge:R:1
C -2.408 -3.823 2.926 -0.35 0.13 0.45 -0.771
C -3.845 -3.302 3.328 0.50 -0.45 -0.12 -0.556
C -4.699 -2.811 2.108 0.98 0.39 0.06 -0.829
C -3.931 -1.656 1.354 -0.74 0.10 0.54 0.688
C -4.811 -0.915 0.281 -0.39 -1.01 -0.41 -0.914
C -4.598 -1.442 -1.189 0.25 0.61 -0.36 -0.868
C -3.081 -1.497 -1.627 -0.81 -0.05 0.00 0.792
C -2.770 -0.818 -3.017 1.26 -0.05 1.08 -1.134
C -1.562 0.178 -2.764 -0.69 -0.02 -0.76 1.214
C -1.185 0.885 -4.122 0.01 -0.80 -0.40 -1.260
C 0.138 0.270 -4.744 -0.20 0.92 0.60 -0.684
C 1.381 1.191 -4.353 -0.59 -1.52 1.06 -0.411
C 2.351 0.270 -3.506 0.10 0.17 -0.89 0.059
C 3.827 0.787 -3.397 0.20 0.29 0.08 -1.159
C 4.143 1.465 -2.024 -0.44 -1.53 0.67 -0.496
C 4.056 0.371 -0.866 0.29 0.91 -0.65 0.412
C 4.507 0.978 0.510 0.21 -0.94 0.01 -1.107
C 3.487 0.741 1.695 1.28 0.33 0.42 0.141
N 2.614 -0.447 1.526 -0.21 1.52 0.16 -0.110
C 1.171 -0.160 1.762 0.26 -1.25 0.23 0.800
C 0.569 0.915 0.778 -0.18 -0.14 0.63 0.305
C 0.334 2.348 1.373 0.01 0.90 -1.21 -0.473
C 0.417 3.433 0.200 -0.68 0.55 0.99 -0.222
C 1.246 4.707 0.607 0.35 0.29 -1.06 -0.925
C 2.765 4.403 0.891 -1.02 -0.79 0.40 -0.404
C 0.902 0.096 3.309 0.40 -1.23 -0.55 -1.007
O -0.410 -0.359 3.649 0.58 1.56 0.92 -0.309
C -1.349 0.701 3.839 -1.23 -0.83 -0.75 -0.532
P 0.252 -1.794 1.344 -1.49 0.51 -0.15 0.897
C 0.490 -1.997 -0.513 1.21 -0.38 0.00 -0.351
C 1.067 -3.236 2.235 0.52 -0.08 -0.23 -1.316
H -2.512 -4.647 2.184 0.21 0.56 0.35 0.341
H -1.886 -4.234 3.829 -0.51 0.22 -0.66 0.432
H -1.745 -3.013 2.536 -0.75 -0.62 0.14 -0.328
H -3.700 -2.507 4.104 -0.36 -0.46 -0.69 0.253
H -4.374 -4.156 3.812 0.26 0.64 -0.19 0.332
H -5.694 -2.442 2.460 0.69 -0.38 -0.33 0.347
H -4.828 -3.679 1.409 -0.14 0.70 0.54 0.269
H -3.643 -0.895 2.124 -0.01 -0.66 -0.50 -0.136
H -2.995 -2.102 0.953 -0.59 0.61 0.10 -0.197
H -4.690 0.195 0.312 0.17 -0.85 -0.03 0.338
H -5.887 -1.126 0.528 0.84 0.39 -0.10 0.411
H -5.107 -0.735 -1.899 0.23 -0.60 0.69 0.333
H -5.082 -2.435 -1.352 0.34 0.67 0.32 0.328
H -2.485 -0.980 -0.832 -0.36 -0.44 -0.64 -0.739
H -2.766 -2.567 -1.644 -0.03 0.78 0.07 0.384
H -3.639 -0.292 -3.476 0.57 -0.41 0.42 0.443
H -2.377 -1.593 -3.725 -0.55 0.66 0.33 0.208
H -0.740 -0.461 -2.358 -0.41 0.77 -0.43 -0.793
H -1.816 0.923 -1.965 0.03 -0.60 -0.65 0.306
H -2.004 0.682 -4.854 0.37 0.27 0.63 0.436
H -1.136 1.993 -3.999 0.18 -0.82 -0.18 0.475
H 0.058 0.096 -5.843 0.05 0.32 0.76 0.460
H 0.258 -0.735 -4.264 0.00 0.75 -0.53 0.315
H 0.959 1.940 -3.637 0.64 -0.12 -0.89 0.138
H 1.866 1.665 -5.232 -0.28 -0.28 0.64 0.412
H 2.340 -0.738 -3.999 0.18 0.81 0.46 0.417
H 1.853 0.128 -2.514 0.56 0.11 -0.71 -0.449
H 4.536 -0.063 -3.565 -0.50 0.63 0.24 0.439
H 4.021 1.514 -4.229 -0.20 -0.56 0.60 0.391
H 3.325 2.195 -1.796 0.85 -0.14 -0.21 0.038
H 5.158 1.917 -1.948 -0.80 0.00 -0.42 0.424
H 4.724 -0.498 -1.101 -0.63 0.68 0.00 0.515
H 3.010 -0.001 -0.881 0.85 0.10 0.49 -0.688
H 5.459 0.456 0.797 -0.74 0.49 -0.26 0.336
H 4.795 2.057 0.398 -0.51 -0.82 0.21 0.510
H 2.949 1.699 1.876 -0.04 -0.88 -0.17 -0.617
H 4.109 0.559 2.616 -0.51 0.46 -0.71 0.476
H 2.918 -1.133 2.216 -0.27 0.07 -0.33 0.432
H 1.230 0.957 -0.123 -0.43 0.12 0.75 -0.598
H -0.431 0.547 0.420 0.84 0.24 0.22 -0.244
H 1.053 2.654 2.165 -0.33 -0.47 -0.57 0.316
H -0.686 2.487 1.811 0.88 -0.54 -0.21 0.229
H -0.626 3.803 0.009 0.83 -0.38 0.01 0.421
H 0.755 2.988 -0.767 0.10 0.35 0.80 -0.113
H 1.189 5.401 -0.275 0.06 -0.49 0.76 0.386
H 0.774 5.270 1.454 0.33 -0.68 -0.58 0.311
H 3.059 3.563 0.210 0.10 0.86 0.44 -0.229
H 3.432 5.283 0.780 -0.48 -0.61 0.03 0.427
H 2.839 3.999 1.936 0.25 0.44 -0.86 0.221
H 1.134 1.128 3.657 -0.40 -0.55 -0.33 0.338
H 1.609 -0.584 3.861 -0.54 0.58 -0.45 0.394
H -2.145 0.294 4.515 0.79 0.56 -0.30 0.276
H -0.906 1.649 4.215 -0.22 -0.69 -0.12 0.295
H -1.868 0.867 2.854 0.44 0.25 0.80 0.039
H 1.126 -2.906 -0.672 -0.61 0.64 -0.11 0.454
H 1.045 -1.150 -0.986 -0.42 -0.63 0.51 -0.347
H -0.489 -2.106 -1.028 0.71 -0.07 0.54 -0.082
H 1.874 -3.731 1.631 -0.56 0.46 0.69 0.358
H 0.275 -3.992 2.471 0.63 0.68 -0.36 0.401
H 1.457 -2.892 3.226 -0.16 -0.24 -0.82 0.290
```
Forces are in eV/Å.

***

Record 2
C28H61N3O3 | the ωB97M-V functional and the def2-TZVPD basis

Properties
E_LUMO = -3.9 eV
energy relative to the best compared isomer or geometry (same formula, charge and spin) = 0.0 kJ/mol
Kohn-Sham gap = 9.45 eV
HOMO energy = -13.402 eV
total charge = +2
total energy = -40626.572 eV

Structure (XYZ):
```
95
Properties=species:S:1:pos:R:3:forces:R:3:mulliken_charge:R:1
C 2.267 -1.196 -2.080 0.35 -0.46 -0.02 -1.167
C 3.242 -1.605 -0.969 -0.67 -0.62 0.31 0.059
C 3.796 -0.395 -0.268 0.22 0.46 -0.19 -0.781
N 4.639 -0.622 0.958 -0.02 -0.01 0.25 0.320
C 5.091 0.742 1.447 -0.06 -0.50 0.17 -0.552
C 6.084 0.641 2.596 -0.11 0.79 0.13 -0.620
C 7.227 -0.333 2.364 0.02 -0.51 0.51 -0.717
C 6.734 -1.680 1.827 0.43 0.48 -0.19 -0.672
C 5.849 -1.444 0.623 -0.24 -0.39 -0.08 -0.608
C 3.809 -1.265 2.021 0.20 -0.02 -0.38 -1.063
H 1.335 -0.777 -1.701 0.16 0.31 0.07 0.101
H 2.035 -2.110 -2.629 -0.05 0.16 -0.22 0.247
H 2.740 -0.493 -2.764 -0.15 0.06 -0.08 0.510
H 3.973 -2.307 -1.370 0.31 0.32 -0.06 0.468
H 2.666 -2.198 -0.250 0.03 0.00 0.04 0.018
H 2.960 0.226 0.053 0.02 0.17 0.00 0.180
H 4.439 0.193 -0.927 -0.15 -0.03 -0.13 0.470
H 5.531 1.235 0.582 -0.07 0.08 0.00 0.472
H 4.162 1.224 1.748 0.15 0.37 -0.11 0.353
H 6.491 1.649 2.726 -0.01 -0.04 -0.06 0.425
H 5.554 0.472 3.536 0.05 -0.35 -0.05 0.334
H 7.981 0.084 1.694 -0.13 0.06 -0.15 0.323
H 7.736 -0.514 3.312 0.05 0.14 -0.04 0.358
H 7.597 -2.265 1.512 -0.09 -0.10 -0.07 0.391
H 6.231 -2.263 2.598 -0.06 -0.01 -0.02 0.299
H 6.367 -0.884 -0.157 0.10 -0.06 0.00 0.359
H 5.487 -2.377 0.195 0.03 -0.01 0.00 0.477
H 2.914 -0.658 2.137 -0.05 -0.05 0.06 0.027
H 4.375 -1.323 2.941 -0.08 0.06 0.08 0.703
H 3.568 -2.267 1.681 -0.12 -0.09 0.11 0.376
C -0.709 -4.648 -3.489 0.22 -0.02 0.32 -1.343
C -1.475 -4.127 -2.267 -0.25 0.28 -0.40 -0.274
C -0.518 -3.490 -1.292 0.52 -0.78 0.70 -0.389
N -1.134 -2.975 -0.017 -0.23 0.16 0.06 0.951
C -1.886 -4.077 0.682 0.10 -0.06 -0.51 -0.792
C -2.306 -3.747 2.095 0.22 -0.31 -0.03 -0.658
C -1.070 -3.395 2.900 0.61 0.00 0.47 -1.021
C -0.427 -2.164 2.261 -0.87 -0.03 0.39 -0.514
C 0.005 -2.484 0.845 -0.47 0.79 0.21 0.349
C -2.030 -1.816 -0.330 -0.04 0.00 0.19 -1.555
H 0.106 -3.977 -3.768 -0.05 0.03 -0.06 0.294
H -1.341 -4.785 -4.361 -0.13 -0.01 0.05 0.389
H -0.273 -5.613 -3.228 0.10 0.01 -0.19 0.372
H -1.978 -4.974 -1.805 -0.09 0.03 0.03 0.250
H -2.243 -3.403 -2.551 0.04 -0.06 -0.12 0.418
H 0.089 -2.684 -1.702 -0.31 0.13 -0.16 -0.051
H 0.195 -4.241 -0.931 -0.01 -0.04 -0.24 0.393
H -1.201 -4.930 0.680 -0.04 0.00 0.13 0.376
H -2.722 -4.341 0.040 -0.10 0.09 0.08 0.510
H -2.785 -4.669 2.429 -0.12 0.20 0.34 0.406
H -3.019 -2.924 2.153 -0.16 -0.11 -0.15 0.297
H -0.368 -4.239 2.902 -0.05 0.02 -0.06 0.353
H -1.276 -3.193 3.951 -0.26 -0.01 -0.07 0.460
H 0.390 -1.747 2.851 0.30 -0.30 -0.16 0.395
H -1.182 -1.373 2.299 0.20 0.13 -0.30 0.073
H 0.750 -3.275 0.893 0.17 0.05 -0.37 0.483
H 0.315 -1.576 0.324 0.59 -0.18 0.09 -0.547
H -2.180 -1.221 0.567 0.05 0.05 -0.09 0.455
H -2.987 -2.182 -0.689 0.03 -0.07 -0.13 0.471
H -1.529 -1.204 -1.078 -0.05 0.10 0.03 0.445
C -2.431 4.940 -4.016 0.40 -0.62 0.21 -1.435
C -3.425 4.237 -3.088 -0.44 0.69 0.04 -0.475
C -2.859 4.189 -1.683 0.14 0.12 0.39 -0.772
N -3.484 3.175 -0.750 -0.07 -0.04 -0.23 0.497
C -2.913 3.335 0.656 0.26 0.16 -0.98 -0.549
C -3.338 4.616 1.323 -0.68 0.21 0.16 -0.814
C -4.868 4.730 1.367 0.46 0.00 0.28 -0.686
C -5.455 4.536 -0.015 -0.80 0.22 -0.39 -0.711
C -4.968 3.289 -0.729 -0.68 -0.01 0.23 -0.614
C -3.107 1.821 -1.209 1.23 -0.59 -0.27 -1.701
H -1.534 4.323 -4.128 -0.11 -0.01 -0.22 0.369
H -2.069 5.878 -3.595 -0.29 0.12 0.01 0.343
H -2.873 5.125 -4.990 0.06 0.04 -0.06 0.401
H -3.733 3.252 -3.436 0.34 -0.06 -0.23 0.352
H -4.343 4.837 -3.097 0.00 -0.11 0.16 0.351
H -2.957 5.157 -1.196 -0.07 0.04 -0.12 0.606
H -1.794 3.950 -1.683 -0.02 -0.10 -0.08 0.399
H -1.837 3.322 0.485 0.04 -0.30 0.31 0.261
H -3.228 2.420 1.146 0.14 0.16 0.46 0.456
H -2.934 5.490 0.811 0.21 -0.06 0.05 0.334
H -2.927 4.606 2.332 0.06 0.07 -0.01 0.416
H -5.189 5.697 1.752 0.14 0.03 0.05 0.415
H -5.230 3.987 2.085 -0.21 -0.09 -0.23 0.294
H -5.333 5.413 -0.661 0.44 0.02 0.18 0.281
H -6.546 4.481 0.060 0.08 -0.27 0.00 0.422
H -5.330 3.249 -1.755 0.12 0.07 -0.05 0.505
H -5.377 2.397 -0.246 0.31 -0.03 0.17 0.448
H -3.589 1.539 -2.139 -0.40 0.12 0.11 0.398
H -3.234 1.089 -0.415 -0.50 0.10 0.00 0.710
H -2.024 1.793 -1.382 -0.09 0.17 0.06 0.363
O 1.144 1.097 1.265 -0.28 -0.46 -0.09 -0.447
C -0.056 1.078 0.521 -0.58 0.08 -0.50 0.551
O -1.094 0.889 1.194 0.17 -0.23 0.32 -0.637
O 0.043 1.234 -0.702 0.47 -0.08 0.00 -0.739
H 0.801 0.813 2.122 0.19 0.31 0.32 0.321
```
Forces are in eV/Å.

***

Record 3
C28H62F3N2NiO10 | the ωB97M-V functional and the def2-TZVPD basis

Properties
E_LUMO (alpha / beta) = -3.5 / -4.8 eV
spin multiplicity = 3
Kohn-Sham gap (alpha / beta) = 5.85 / 4.61 eV
HOMO energy (alpha / beta) = -9.369 / -9.369 eV
total charge = +1
total energy = -102680.011 eV

Structure (XYZ):
```
106
Properties=species:S:1:pos:R:3:forces:R:3:mulliken_spin:R:1
Ni 19.885 -19.652 21.304 -2.01 0.82 -2.15 1.841
C 17.587 -18.364 19.158 1.20 -0.10 -0.09 0.004
O 17.822 -16.985 19.006 -0.77 -0.23 -0.28 0.006
O 18.513 -18.819 20.024 0.31 -0.70 1.34 0.056
C 16.095 -18.694 19.563 0.64 -0.09 0.13 0.003
F 16.049 -19.988 19.939 -0.06 -0.06 0.65 0.000
F 15.683 -17.908 20.578 0.10 -0.40 -0.08 0.000
F 15.174 -18.620 18.596 0.33 0.65 -0.30 0.000
C 17.190 -16.388 17.873 0.68 0.53 -0.68 0.002
C 18.144 -15.283 17.434 -0.18 1.80 0.37 0.001
H 17.620 -14.367 17.145 -0.30 -0.13 -0.03 0.000
H 18.735 -14.959 18.294 0.00 -0.15 0.11 0.000
H 18.860 -15.406 16.620 -0.19 -0.96 -0.02 0.000
H 16.187 -16.057 18.142 0.13 0.39 0.07 0.000
H 17.043 -17.025 16.994 0.15 -0.72 0.41 0.000
H 17.767 -18.787 18.158 -0.61 -0.47 -0.28 0.000
C 16.244 -13.517 19.989 -0.20 0.12 -0.70 0.000
C 16.405 -13.172 21.454 0.41 -0.51 0.51 0.000
C 17.428 -14.086 22.115 0.47 -1.02 1.13 0.000
C 18.879 -13.682 21.995 0.30 0.03 -0.99 0.000
C 19.209 -12.202 22.326 -0.21 -2.27 -0.69 0.000
C 18.266 -11.304 21.515 1.21 -0.40 0.13 0.000
N 16.867 -11.789 21.663 0.56 0.41 1.49 0.000
O 15.911 -10.828 21.275 0.10 -0.07 -0.75 0.000
C 18.420 -9.898 22.090 -1.25 0.57 0.20 0.000
C 18.800 -11.322 20.071 0.46 -0.18 -1.05 0.000
C 15.076 -13.328 22.182 -0.42 1.18 0.85 0.000
H 15.651 -12.720 19.536 0.32 0.08 -0.29 0.000
H 15.706 -14.438 19.754 -0.06 -0.14 0.59 0.000
H 17.221 -13.629 19.524 -0.12 0.26 -0.23 0.000
H 17.228 -14.232 23.183 -0.42 0.34 0.03 0.000
H 17.311 -15.082 21.674 -0.06 -0.03 -0.07 0.000
H 19.120 -13.917 20.950 0.25 0.64 -0.19 0.000
H 19.608 -14.341 22.480 -0.43 -0.14 0.63 0.000
H 20.232 -12.194 21.949 0.07 1.04 0.15 0.000
H 19.239 -12.018 23.399 -0.38 0.07 0.01 0.000
H 18.282 -9.795 23.171 0.14 -0.71 0.13 0.000
H 19.384 -9.440 21.875 -0.06 -0.10 -0.37 0.000
H 17.584 -9.300 21.721 0.54 0.40 -0.49 0.000
H 18.491 -10.433 19.520 -0.34 -0.27 -0.22 0.000
H 19.882 -11.399 19.906 0.27 0.80 1.04 0.000
H 18.617 -12.248 19.524 -1.13 0.24 0.00 0.000
H 14.450 -12.563 21.722 -0.55 -0.35 0.25 0.000
H 15.200 -13.067 23.239 0.23 0.48 -0.10 0.000
H 14.545 -14.273 22.303 0.42 -0.37 -1.08 0.000
H 15.750 -10.296 22.062 -0.10 -0.20 0.11 0.000
C 22.738 -13.369 12.880 -0.42 0.60 -1.04 0.000
C 22.466 -12.145 13.792 0.87 -1.85 -1.12 0.000
C 20.985 -12.097 14.192 0.45 1.13 -0.13 0.000
C 20.543 -13.134 15.214 -0.09 0.11 -0.53 0.000
C 21.491 -13.126 16.400 0.11 -0.28 -0.08 0.000
C 23.007 -13.235 16.102 0.03 -0.54 -0.45 0.000
N 23.285 -12.278 14.996 -0.76 1.86 2.16 0.000
O 24.654 -12.102 14.768 0.38 -0.64 -0.33 0.000
C 23.721 -12.870 17.443 -0.36 1.59 -1.27 0.000
C 23.462 -14.647 15.686 -0.37 -0.68 0.12 0.000
C 22.819 -10.864 12.997 0.11 0.15 0.75 0.000
H 23.790 -13.630 12.776 0.04 0.00 0.53 0.000
H 22.480 -13.059 11.862 -0.36 -0.30 -0.05 0.000
H 22.129 -14.232 13.146 0.18 -0.10 0.03 0.000
H 20.869 -11.090 14.610 -0.13 -0.09 0.47 0.000
H 20.391 -12.000 13.281 -0.10 -0.67 -0.04 0.000
H 20.425 -14.140 14.802 0.39 -0.01 -0.24 0.000
H 19.529 -12.895 15.541 0.04 0.15 0.17 0.000
H 21.200 -13.968 17.035 0.19 0.14 0.34 0.000
H 21.362 -12.185 16.939 -0.12 -0.05 0.15 0.000
H 24.780 -13.117 17.436 -0.04 -0.12 0.10 0.000
H 23.609 -11.781 17.492 0.38 0.10 0.18 0.000
H 23.202 -13.204 18.340 0.02 -0.65 -0.22 0.000
H 24.171 -14.624 14.860 -0.05 0.12 0.01 0.000
H 23.956 -15.203 16.486 -0.03 0.18 0.19 0.000
H 22.608 -15.266 15.397 0.03 0.02 -0.26 0.000
H 23.820 -10.791 12.567 0.28 -0.45 0.58 0.000
H 22.682 -10.062 13.726 0.03 0.42 -0.39 0.000
H 22.217 -10.703 12.101 -0.64 -0.19 0.40 0.000
H 24.856 -11.212 15.074 -0.11 0.00 0.04 0.000
C 18.179 -18.344 23.322 -0.20 0.83 -0.13 -0.001
C 19.550 -17.701 23.502 -1.63 1.15 0.41 -0.003
O 20.214 -17.706 22.237 0.48 -0.91 0.18 0.015
O 18.350 -19.736 22.968 0.01 0.81 0.40 0.013
H 17.555 -17.861 22.566 0.71 -0.01 -0.61 0.000
H 17.522 -18.180 24.180 0.53 -0.55 0.54 0.001
H 20.133 -18.106 24.332 0.11 -0.50 -0.32 -0.001
H 19.399 -16.645 23.745 -0.24 -0.05 0.14 0.002
H 20.880 -17.014 22.325 0.31 -0.25 -0.68 0.002
H 17.931 -20.198 23.702 0.32 -0.71 -0.29 0.005
C 18.137 -22.277 20.495 -0.13 -0.82 -2.23 0.002
C 17.547 -23.209 21.522 0.02 -0.57 -0.36 0.000
O 18.457 -24.194 21.979 1.13 0.51 0.28 0.000
O 19.250 -21.588 21.051 1.24 0.73 1.37 0.028
H 17.396 -21.621 20.040 0.11 0.45 0.88 0.000
H 18.564 -22.738 19.594 -0.23 -0.72 0.38 0.000
H 16.739 -23.804 21.096 -0.68 0.99 0.06 0.001
H 17.312 -22.548 22.363 -0.70 -0.38 0.07 0.000
H 18.092 -25.075 21.895 -0.07 -0.04 -0.07 0.000
H 19.552 -22.140 21.790 0.13 -0.08 -0.24 0.000
C 22.092 -18.837 18.926 1.50 1.14 0.78 0.001
C 21.201 -17.833 18.255 0.23 -0.14 -0.44 -0.001
O 20.534 -18.478 17.185 -0.76 0.29 0.39 0.000
O 21.404 -19.829 19.701 -1.04 -0.48 0.80 0.021
H 22.732 -18.310 19.647 0.10 0.15 -0.24 -0.001
H 22.762 -19.365 18.246 -0.30 0.11 -0.29 0.003
H 21.772 -17.020 17.796 0.58 -0.26 0.15 0.000
H 20.608 -17.301 19.006 -0.70 -0.48 -0.20 0.000
H 19.608 -18.587 17.429 0.05 -0.06 -0.04 0.000
H 21.977 -20.601 19.705 -0.23 -0.20 0.10 0.000
```
Forces are in eV/Å.

***

Maximum force for every record listed, in sequence, given in eV Å⁻¹: 1.94; 1.39; 3.06.